1.
Here is a structure of composition C36H44Ge2IrN4O6S from OMol25. Energies are from wB97M-V/def2-TZVPD.

Element x y z (Å)
Ir: 0.3077 -0.4004 -0.2152
C: 0.3515 1.3638 -6.3028
C: 0.0774 0.2331 -5.3035
Ge: 0.0383 0.8914 -3.4756
C: -1.6486 1.5890 -2.8208
C: -2.0210 2.9143 -3.4920
C: 1.5863 1.9711 -3.0964
C: 2.2606 2.2547 -1.9721
Ge: 1.7364 1.5742 -0.1675
C: 3.3123 0.9291 0.8815
C: 3.7908 1.8082 2.0362
C: 0.8090 3.1742 0.5411
C: 1.6507 4.3827 0.9558
C: 3.2791 3.3442 -2.0117
C: 2.9833 4.5506 -2.6538
C: 3.8945 5.5941 -2.6724
C: 5.1273 5.4552 -2.0512
C: 5.4343 4.2675 -1.4050
C: 4.5153 3.2294 -1.3760
H: 0.2948 0.9875 -7.3240
H: 1.3464 1.7882 -6.1677
H: -0.3712 2.1774 -6.2178
H: 0.8401 -0.5422 -5.3827
H: -0.8767 -0.2529 -5.5112
H: -1.5521 1.7160 -1.7392
H: -2.4148 0.8298 -2.9919
H: -1.2489 3.6710 -3.3386
H: -2.9500 3.3089 -3.0812
H: -2.1650 2.7968 -4.5672
H: 1.8956 2.5063 -3.9970
H: 4.1455 0.7131 0.2070
H: 2.9963 -0.0368 1.2893
H: 4.2358 2.7348 1.6731
H: 4.5413 1.2935 2.6388
H: 2.9655 2.0767 2.6977
H: 0.1415 2.8696 1.3493
H: 0.1546 3.4595 -0.2895
H: 2.3297 4.1508 1.7727
H: 1.0077 5.1989 1.2914
H: 2.2493 4.7586 0.1250
H: 2.0113 4.6873 -3.1104
H: 3.6361 6.5225 -3.1647
H: 5.8394 6.2695 -2.0641
H: 6.3924 4.1474 -0.9160
H: 4.7783 2.3146 -0.8663
N: 1.9353 -1.5821 -0.7218
N: 1.5503 -2.3878 -1.8173
C: 0.6571 -1.8416 -2.7164
O: 0.3095 -2.3934 -3.7162
O: 0.2072 -0.6276 -2.3092
H: 2.7655 -1.0359 -0.9535
H: 2.1574 -2.1795 0.0710
H: 2.1794 -3.1027 -2.1487
N: -1.0329 -2.1756 -0.0641
S: -0.8371 -3.3354 1.0035
C: -0.9834 -4.9147 0.1954
C: -2.1591 -5.2740 -0.4523
C: -2.2114 -6.4807 -1.1268
C: -1.1017 -7.3199 -1.1400
C: 0.0630 -6.9576 -0.4817
C: 0.1280 -5.7432 0.1897
C: -2.2879 -3.3843 2.0572
C: -2.4418 -4.4253 2.9644
C: -3.5109 -4.3934 3.8434
C: -4.4084 -3.3311 3.8138
C: -4.2414 -2.3009 2.9024
C: -3.1713 -2.3200 2.0157
H: -1.8090 -2.3362 -0.7013
H: -3.0270 -4.6257 -0.4181
H: -3.1189 -6.7738 -1.6367
H: -1.1512 -8.2650 -1.6638
H: 0.9192 -7.6184 -0.4866
H: 1.0293 -5.4489 0.7140
H: -1.7424 -5.2525 2.9819
H: -3.6455 -5.1983 4.5532
H: -5.2414 -3.3117 4.5038
H: -4.9426 -1.4771 2.8782
H: -3.0233 -1.5228 1.2976
O: -1.2869 0.6319 0.7576
C: -0.8239 0.2526 1.8709
O: 0.2865 -0.3806 1.8242
C: -1.5273 0.4847 3.1443
C: -0.9942 -0.0183 4.3261
C: -1.6862 0.1462 5.5133
C: -2.8964 0.8138 5.4780
C: -3.4390 1.3353 4.3173
C: -2.7403 1.1662 3.1356
N: -3.6517 0.9732 6.7437
O: -3.1493 0.5233 7.7505
O: -4.7395 1.5039 6.6773
H: -0.0488 -0.5429 4.3072
H: -1.3108 -0.2324 6.4521
H: -4.3849 1.8543 4.3546
H: -3.1279 1.5525 2.2027

Forces on the atoms, in the same order (eV/Å):
Ir 0.13 -0.04 0.29
C -0.03 0.00 0.00
C -0.01 -0.02 0.00
Ge 0.02 0.07 0.05
C 0.01 -0.01 0.05
C 0.00 0.00 0.01
C 0.07 0.06 -0.12
C -0.04 0.02 0.07
Ge 0.00 0.09 -0.10
C -0.04 0.02 0.00
C 0.03 0.04 -0.04
C 0.01 -0.07 0.03
C 0.00 0.00 -0.05
C 0.01 0.01 0.01
C -0.04 -0.04 0.03
C 0.02 0.00 0.01
C -0.01 0.01 0.00
C 0.00 0.00 0.00
C 0.01 -0.03 -0.03
H 0.00 0.00 0.00
H 0.00 0.00 0.00
H 0.00 0.00 0.00
H -0.02 0.03 0.01
H 0.00 -0.01 0.01
H -0.01 -0.01 0.00
H -0.01 0.01 0.00
H 0.00 0.00 0.00
H 0.00 0.00 0.00
H 0.00 0.01 0.00
H 0.07 0.02 0.00
H 0.00 -0.02 -0.02
H -0.03 0.01 0.06
H -0.01 0.02 0.00
H 0.01 0.01 0.00
H 0.00 -0.01 0.00
H 0.03 0.00 0.07
H -0.06 -0.03 0.03
H 0.02 -0.02 0.04
H -0.01 0.00 -0.02
H 0.02 -0.01 0.02
H -0.02 -0.04 -0.03
H 0.00 0.00 0.00
H 0.00 0.00 0.00
H 0.00 0.00 0.00
H -0.01 -0.04 0.00
N 0.08 0.04 -0.10
N -0.10 0.08 -0.03
C -0.05 -0.04 0.14
O 0.10 0.02 -0.15
O -0.13 -0.20 0.04
H 0.02 0.00 0.09
H -0.04 -0.04 -0.01
H 0.00 0.02 -0.04
N 0.06 -0.18 -0.16
S -0.01 0.01 0.01
C -0.03 0.00 -0.01
C -0.01 -0.01 0.00
C 0.00 0.00 0.00
C 0.00 0.00 0.00
C 0.00 0.00 0.00
C 0.00 0.00 0.00
C 0.01 0.07 -0.01
C 0.02 0.00 0.01
C 0.01 -0.01 -0.01
C 0.00 0.01 0.00
C -0.01 0.00 0.01
C -0.01 -0.04 -0.02
H -0.04 0.04 0.07
H 0.00 0.00 0.00
H 0.00 0.00 0.00
H 0.00 0.00 0.00
H 0.00 0.00 0.00
H 0.00 0.00 0.00
H 0.00 0.00 0.00
H 0.00 0.00 0.00
H 0.00 0.00 0.00
H 0.00 0.00 0.00
H 0.01 0.02 0.03
O 0.07 -0.09 -0.25
C -0.05 0.09 -0.04
O -0.03 0.15 0.07
C 0.00 0.01 -0.01
C -0.02 -0.03 0.01
C 0.00 0.01 0.00
C 0.03 0.07 0.01
C 0.00 0.01 0.01
C 0.01 0.00 -0.01
N -0.14 -0.26 -0.03
O 0.05 0.09 0.00
O 0.06 0.09 0.00
H 0.00 0.00 0.00
H 0.00 0.00 0.00
H 0.00 0.00 0.00
H 0.00 0.00 0.00

Properties
**Kohn-Sham gap**: 7.752 eV
**Energy above the lowest of the compared OMol25 structures with the same formula, charge and spin**: 0.00 kcal per mole
**LUMO**: -2.98 eV
**Total charge**: +1

---

2.
Here is a cluster of 2 separate species, C4H11NO2S in total from OMol25. Energies are from wB97M-V/def2-TZVPD.

Element x y z (Å)
O: 0.5631 0.8171 -2.6044
C: -0.1676 -0.0785 -2.2380
N: -0.0940 -0.7498 -1.0633
C: 0.8855 -0.7013 0.0526
C: 0.7103 0.4519 1.0121
S: 1.0189 2.1035 0.3097
C: 0.7858 -2.0538 0.7611
H: -1.0152 -0.3942 -2.8726
H: -0.7557 -1.4959 -1.0083
H: 1.8580 -0.6964 -0.4418
H: -0.2066 0.4740 1.6004
H: 1.4935 0.3595 1.7554
H: -0.0223 2.0768 -0.5258
H: 0.6806 -2.8732 0.0422
H: -0.0035 -2.2563 1.4962
H: 1.6884 -2.1739 1.3593
H: -2.6894 2.2370 0.0827
H: -2.0157 2.8004 1.2355
O: -2.7143 2.1532 1.0470

Forces on the atoms, in the same order (eV/Å):
O 0.06 -0.15 0.02
C 0.46 0.64 -0.04
N -0.45 0.03 0.28
C -0.94 -0.81 -1.02
C 0.50 0.66 0.22
S -0.17 -0.11 0.22
C 0.23 -0.55 0.55
H 0.01 -0.28 0.19
H -0.34 -0.24 0.20
H 0.15 0.47 0.27
H -0.28 -0.33 -0.45
H 0.31 -0.07 0.21
H 0.05 0.08 -0.15
H 0.47 0.15 0.00
H -0.33 0.84 -0.29
H 0.21 -0.28 -0.22
H -0.47 -0.41 0.04
H -0.13 -0.22 0.58
O 0.66 0.61 -0.62

Properties
**Kohn-Sham gap**: 9.584 eV
**Energy above the lowest of the compared OMol25 structures with the same formula, charge and spin**: 15.00 kcal per mole
**LUMO**: 0.62 eV

---

3.
Here is a cluster of 2 separate species, C6H14NO4 in total from OMol25. Energies are from wB97M-V/def2-TZVPD.

Element x y z (Å)
C: -0.4023 1.5455 -2.0834
C: -0.7783 -0.0495 -2.4182
C: -2.1878 -0.3403 -1.5671
O: -2.3583 -1.7390 -1.1697
C: -1.4831 -2.1577 -0.0783
O: -0.7497 -1.0976 0.6181
C: 0.6637 -1.4881 0.8229
N: 1.1655 -1.5706 2.2727
O: 1.5467 -1.7535 -0.1462
H: 0.0280 2.1119 -3.0198
H: -1.4430 2.0760 -1.8372
H: 0.3253 1.5693 -1.1596
H: -0.9560 -0.1108 -3.5807
H: 0.0886 -0.7818 -2.1330
H: -3.0508 -0.1182 -2.3630
H: -2.3660 0.4500 -0.7071
H: -0.7517 -3.0215 -0.4362
H: -2.1837 -2.6732 0.7399
H: 2.1384 -1.9822 2.2211
H: 1.2395 -0.5702 2.5670
C: 2.2732 2.3160 2.6924
O: 1.2455 1.4808 2.7187
H: 2.9352 2.3310 3.5748
H: 3.0128 2.1824 1.8846
H: 2.0483 3.3911 2.5875

Forces on the atoms, in the same order (eV/Å):
C -0.63 -0.59 -0.10
C -0.25 1.24 0.27
C -0.15 0.93 -1.94
O 1.51 1.57 1.22
C -0.39 -2.19 0.93
O 2.73 -2.17 -0.39
C 4.81 -0.77 -1.77
N -0.91 0.09 -3.72
O -6.03 1.19 4.82
H -0.59 -1.24 1.93
H 2.40 -0.97 -0.34
H -1.57 0.24 -1.87
H 0.11 -0.17 2.34
H -1.72 1.47 -0.34
H 1.67 -0.73 1.85
H 0.74 -1.92 -1.46
H -1.31 2.12 0.40
H 1.31 1.29 -1.72
H -1.54 0.92 -0.36
H -0.17 0.42 0.33
C 0.86 0.56 -0.06
O -0.90 -1.29 -0.05
H 0.24 -0.22 0.74
H 0.31 -0.34 -0.65
H -0.54 0.57 -0.07

Properties
**Kohn-Sham gap**: 5.987 eV
**LUMO**: 3.28 eV
**Total charge**: -1

---

4.
Here is an isolated molecule of C7H7NO2S from OMol25. Energies are from wB97M-V/def2-TZVPD.

Element x y z (Å)
C: -1.4930 1.4648 -1.4856
C: -0.4508 1.5758 -0.5077
C: 1.1467 -0.9822 0.9775
C: -0.0716 -1.2478 0.5225
C: 1.5652 0.3417 0.2299
C: -1.7923 0.5324 -2.3929
C: 1.9927 -1.4571 2.1114
N: 0.4140 0.6502 -0.4596
O: 2.6632 0.8097 0.1267
O: -2.5394 -0.5486 0.7308
S: -1.6684 -1.4606 0.0194
H: -2.1149 2.4305 -1.5889
H: -0.2910 2.3408 0.1524
H: -2.3886 0.6172 -3.2162
H: -1.3224 -0.4225 -2.2406
H: 1.6906 -2.3957 2.3411
H: 1.6627 -0.9495 2.9444
H: 2.9974 -1.2991 1.7354

Forces on the atoms, in the same order (eV/Å):
C -2.77 3.52 -1.66
C 1.18 -3.02 -0.85
C -1.00 1.79 -0.96
C -1.84 -1.49 0.19
C -0.96 -1.39 0.03
C 2.68 -0.85 2.88
C -0.17 1.20 -3.12
N 0.84 0.53 -1.02
O 0.03 0.19 0.25
O -1.15 1.18 0.85
S 3.72 -1.35 0.63
H 1.07 -1.35 0.24
H -0.52 2.45 1.50
H -1.93 0.59 -1.62
H 0.42 -0.27 -0.56
H -0.10 -3.42 0.39
H 0.11 1.89 1.96
H 0.38 -0.20 0.87

Properties
**Kohn-Sham gap**: 8.044 eV
**Energy above the lowest of the compared OMol25 structures with the same formula, charge and spin**: 90.51 kcal per mole
**LUMO**: -0.42 eV

---

5.
Here is an isolated molecule of C4H7NOS from OMol25. Energies are from wB97M-V/def2-TZVPD.

Element x y z (Å)
C: 1.0751 -1.0568 0.6092
C: -1.4102 0.6469 0.5054
C: 0.8513 -0.5283 -0.6218
C: -0.5378 0.3710 -0.6948
N: 0.7229 0.9375 -0.8212
O: -3.4575 0.2660 -1.1340
S: -3.1363 -0.0631 0.2480
H: 1.7210 -1.8596 0.6896
H: -0.9770 0.4833 1.4949
H: -1.7522 1.6823 0.4597
H: 1.0112 -0.9069 -1.6188
H: -1.0182 0.3380 -1.6573
H: 1.0066 1.5944 -0.0010
H: 0.7410 -0.3306 1.4547

Forces on the atoms, in the same order (eV/Å):
C -0.67 1.94 2.80
C -1.18 0.16 -0.89
C -2.71 2.66 -2.39
C 0.03 -0.77 0.07
N 1.97 2.86 1.77
O -0.43 0.49 -1.72
S 1.24 -0.76 2.14
H 0.98 -1.51 0.83
H -0.32 -0.33 -0.22
H 0.54 0.43 0.05
H 0.49 -0.93 0.36
H -0.62 -0.31 -0.01
H -0.46 -1.90 -1.59
H 1.13 -2.03 -1.20

Properties
**Kohn-Sham gap (alpha / beta)**: 8.885 / 6.363 eV
**Energy above the lowest of the compared OMol25 structures with the same formula, charge and spin**: 122.50 kcal per mole
**LUMO (alpha / beta)**: 0.04 / -0.90 eV

---

6.
Here is a cluster of 3 separate species, C4H16N4 in total from OMol25. Energies are from wB97M-V/def2-TZVPD.

Element x y z (Å)
C: 0.6038 1.2628 0.3337
C: 1.0622 0.6090 1.6068
C: 0.9230 -2.8174 -0.0703
N: -0.2924 -2.2216 -0.5998
N: 0.1988 2.5682 0.4581
N: 1.2867 0.9020 -0.7976
H: -0.2492 -2.1029 -1.6035
H: 0.9714 1.3069 -1.6667
H: 0.0892 3.0450 -0.4296
H: -0.7948 2.3770 0.8546
H: 1.5642 -0.0650 -0.8703
H: 1.1686 -0.4659 1.4850
H: 0.3455 0.8147 2.3964
H: 2.0285 1.0345 1.8911
H: 0.8191 -2.9515 1.0082
H: 1.8551 -2.2480 -0.2410
H: 1.0681 -3.8058 -0.5103
C: -2.0911 0.8006 -0.8441
N: -1.4179 0.7679 0.4410
H: -1.7988 0.0023 0.9980
H: -0.5118 -1.3193 -0.1810
H: -2.0604 -0.1464 -1.4098
H: -1.6183 1.5615 -1.4849
H: -3.1496 1.0915 -0.7639

Forces on the atoms, in the same order (eV/Å):
C -1.01 -0.71 0.07
C -0.07 0.00 -0.12
C 0.12 0.04 0.02
N -0.08 0.11 -0.03
N -0.99 0.64 0.50
N -0.26 0.03 0.09
H 0.00 0.00 0.04
H -0.01 -0.06 0.05
H 0.12 -0.04 -0.03
H 1.35 0.63 -0.45
H -0.05 0.05 0.03
H 0.00 -0.08 0.00
H -0.02 0.01 -0.01
H -0.04 0.00 -0.05
H 0.01 -0.03 -0.05
H -0.11 -0.05 0.01
H -0.01 0.04 0.05
C 0.21 -0.09 -0.05
N 0.48 -0.29 0.04
H 0.22 -0.13 -0.13
H 0.07 -0.08 -0.06
H -0.02 0.06 0.02
H -0.04 -0.01 0.06
H 0.15 -0.05 0.02

Properties
**Kohn-Sham gap**: 8.504 eV
**Energy above the lowest of the compared OMol25 structures with the same formula, charge and spin**: 48.82 kcal per mole
**LUMO**: 0.83 eV

---

7.
Here is a cluster of 2 separate species, C2H3N3O in total from OMol25. Energies are from wB97M-V/def2-TZVPD.

Element x y z (Å)
C: 0.3062 -1.3053 -0.5589
C: -0.1199 -0.4879 1.8421
N: 0.8571 0.2806 1.8080
N: -0.6580 0.5826 1.2524
N: 1.1356 -0.5884 -1.0372
O: -0.6516 -2.0022 -0.4824
H: -0.4446 -1.5528 2.1204
H: -0.7154 0.4640 0.2698
H: 2.0137 -0.2602 -1.0534

Forces on the atoms, in the same order (eV/Å):
C -0.43 -0.92 -2.92
C 0.30 -3.21 1.78
N -0.33 -0.29 -0.11
N -1.12 2.09 0.80
N -3.69 -1.41 0.43
O 1.12 0.73 1.14
H 0.65 1.83 -0.25
H 0.18 0.07 -1.33
H 3.32 1.13 0.46

Properties
**Kohn-Sham gap**: 10.457 eV
**Energy above the lowest of the compared OMol25 structures with the same formula, charge and spin**: 97.35 kcal per mole
**LUMO**: 0.64 eV

---

8.
Here is a structure of composition C9H20ClGdScSi from OMol25. Energies are from wB97M-V/def2-TZVPD.

Element x y z (Å)
Gd: 0.2182 -1.2866 0.0364
Cl: 0.4225 0.8281 -1.4966
C: -2.0184 -1.4807 0.1947
H: -2.4912 -2.1669 0.9133
H: -2.3493 -1.7603 -0.8243
H: -2.4008 -0.4671 0.4402
Sc: 0.5479 0.3479 -3.8977
C: -1.2326 1.1257 -4.9171
C: 2.2133 1.6572 -4.3537
C: 0.9133 -1.6660 -4.3319
H: 3.0200 1.4210 -3.6451
H: 2.5127 1.4081 -5.3869
H: 1.9555 2.7275 -4.2823
H: -2.1210 0.6257 -4.5119
H: -1.3327 2.2204 -4.8397
H: -1.0779 0.8453 -5.9728
H: 0.1672 -2.3687 -4.7620
H: 1.9229 -2.1109 -4.4633
C: 1.5644 -0.8401 5.9154
Si: 0.0982 0.0592 5.1588
C: -1.4953 -0.8208 5.6855
C: 0.0245 1.7962 5.7862
C: 0.2850 -0.1549 3.3377
C: 0.4535 -0.3545 2.1148
H: 1.5840 -0.8511 7.0119
H: 2.4905 -0.3659 5.5685
H: 1.5661 -1.8821 5.5713
H: -1.5997 -0.8739 6.7811
H: -2.3694 -0.2845 5.2851
H: -1.4958 -1.8463 5.2855
H: 0.8855 2.3767 5.4523
H: -0.8787 2.3088 5.4506
H: 0.0170 1.8334 6.8790

Forces on the atoms, in the same order (eV/Å):
Gd 1.07 -1.24 -0.97
Cl 0.04 0.88 -0.15
C -1.58 -0.12 0.15
H 0.07 -0.02 -0.14
H -0.17 0.13 0.17
H 0.07 -0.31 -0.26
Sc -0.43 1.36 0.45
C 0.17 0.05 -0.06
C 0.11 0.12 -0.26
C 0.38 -1.75 -0.72
H 0.09 0.14 -0.24
H 0.22 0.24 0.22
H 0.19 -0.29 -0.07
H -0.11 0.14 -0.24
H -0.12 -0.30 -0.07
H -0.31 0.10 0.10
H 0.37 0.17 0.28
H -0.46 0.04 0.13
C 0.18 -0.02 0.10
Si -0.26 -1.15 -0.25
C 0.05 0.05 0.00
C 0.05 0.61 0.04
C 0.22 0.08 -1.46
C 0.09 0.95 3.63
H -0.11 0.08 -0.13
H -0.08 -0.14 0.03
H 0.04 0.20 0.00
H 0.06 0.03 -0.28
H 0.20 -0.23 0.07
H -0.08 0.30 0.10
H 0.01 0.05 -0.06
H 0.01 0.00 -0.11
H 0.02 -0.17 0.00

Properties
**Spin multiplicity**: 8
**Kohn-Sham gap (alpha / beta)**: 7.993 / 4.705 eV
**Expectation value of S²**: 16.78
**Energy above the lowest of the compared OMol25 structures with the same formula, charge and spin**: 42.01 kcal per mole
**LUMO (alpha / beta)**: 2.63 / 2.27 eV
**Total charge**: -1